Entry 1:
# C31H38ClF12I2N2O8

A cluster of 4 separate species, C31H38ClF12I2N2O8 in total in a non-equilibrium geometry (ωB97M-V/def2-TZVPD, OMol25).

Positions of all 94 atoms, in Å:
1 C -0.368 0.530 -6.314
2 C -0.619 -0.609 -5.174
3 I -0.336 -2.607 -5.924
4 C -1.022 -0.273 -3.851
5 I -1.339 1.914 -3.642
6 C -1.312 -1.329 -2.627
7 C -0.347 -2.574 -2.556
8 C 0.148 -3.170 -1.166
9 C 1.519 -2.566 -0.577
10 C 1.229 -2.114 0.959
11 C 1.543 -0.592 1.259
12 C 1.253 -0.043 2.683
13 C 0.641 -1.013 3.782
14 C 0.365 -2.508 3.484
15 C 0.652 -3.080 2.041
16 C -1.130 -0.383 -1.299
17 O -2.396 0.255 -0.889
18 C -3.188 -0.827 -0.342
19 C -3.625 -1.757 -1.579
20 C -5.153 -1.276 -1.941
21 C -5.350 0.291 -2.083
22 O -5.675 1.086 -1.164
23 Cl -5.153 1.087 -3.749
24 C -3.871 -3.283 -1.065
25 F -4.206 -3.332 0.333
26 F -2.803 -4.161 -1.316
27 F -5.024 -3.885 -1.697
28 N -2.806 -1.636 -2.817
29 N -3.048 -2.606 -3.815
30 H -1.383 1.026 -6.509
31 H 0.441 1.286 -5.972
32 H 0.015 0.082 -7.290
33 H -0.720 -3.504 -3.140
34 H 0.623 -2.271 -3.120
35 H 0.308 -4.315 -1.256
36 H -0.683 -3.051 -0.372
37 H 2.278 -3.436 -0.482
38 H 1.994 -1.735 -1.198
39 H 1.954 0.097 0.449
40 H 1.463 1.062 2.872
41 H 0.419 -0.565 4.817
42 H -0.079 -3.191 4.294
43 H 0.419 -4.183 1.810
44 H -0.270 0.381 -1.430
45 H -0.808 -0.943 -0.358
46 H -4.081 -0.324 0.201
47 H -2.669 -1.403 0.522
48 H -5.780 -1.606 -1.024
49 H -5.558 -1.763 -2.892
50 H -3.177 -0.753 -3.258
51 H -3.017 -2.082 -4.719
52 H -4.008 -2.977 -3.792
53 C 6.076 -1.587 5.693
54 C 4.825 -1.459 4.846
55 O 5.166 -1.210 3.473
56 C 5.491 -2.295 2.738
57 O 5.512 -3.421 3.164
58 C 5.780 -1.892 1.294
59 F 6.560 -0.793 1.207
60 F 4.645 -1.608 0.617
61 F 6.409 -2.857 0.598
62 H 6.712 -0.706 5.574
63 H 5.817 -1.697 6.748
64 H 6.669 -2.453 5.390
65 H 4.239 -0.601 5.184
66 H 4.185 -2.341 4.934
67 C -5.213 1.853 5.092
68 C -4.353 1.035 6.035
69 O -2.959 1.272 5.784
70 C -2.436 2.382 6.351
71 O -3.062 3.155 7.029
72 C -0.944 2.483 6.046
73 F -0.658 2.220 4.751
74 F -0.218 1.609 6.779
75 F -0.439 3.703 6.303
76 H -4.936 1.657 4.052
77 H -6.270 1.615 5.228
78 H -5.075 2.923 5.261
79 H -4.527 -0.029 5.861
80 H -4.600 1.235 7.082
81 C 3.372 7.133 -4.889
82 C 2.330 6.432 -4.039
83 O 2.239 5.042 -4.391
84 C 3.164 4.229 -3.837
85 O 4.032 4.600 -3.091
86 C 2.919 2.782 -4.256
87 F 2.656 2.659 -5.576
88 F 1.862 2.240 -3.606
89 F 3.971 1.981 -4.006
90 H 3.163 6.984 -5.952
91 H 3.386 8.204 -4.677
92 H 4.370 6.729 -4.701
93 H 1.347 6.870 -4.229
94 H 2.534 6.551 -2.971

Atomic forces in eV per Å
C 0.1 -0.7 0.3
C -0.5 2.0 1.6
I 0.0 1.0 0.1
C 0.9 -1.5 -3.1
I -0.1 -1.5 0.4
C 1.9 2.5 0.3
C 1.5 -1.5 -1.1
C -0.4 -0.2 0.8
C -0.4 -1.0 2.0
C 0.0 1.8 1.7
C -1.8 -2.5 3.6
C -0.8 -3.8 -1.4
C 0.9 -0.9 -3.0
C 1.2 2.4 -2.8
C 0.7 3.9 0.9
C 0.5 -0.2 1.3
O 0.7 -2.0 -0.3
C 0.2 0.8 1.0
C -3.5 -0.6 1.9
C -0.3 0.1 0.2
C -1.2 3.6 3.4
O 1.6 -4.3 -4.1
Cl 0.1 -1.5 1.3
C -0.8 -2.4 0.6
F 1.2 0.5 -3.7
F -2.4 2.3 0.8
F 2.9 1.5 1.2
N -0.5 2.0 0.5
N -0.5 -0.7 -1.8
H 1.6 -0.5 0.3
H -1.6 -1.2 -0.4
H -0.6 0.3 1.5
H 0.2 2.0 0.8
H -1.7 -0.3 0.9
H -0.5 1.9 -0.2
H 1.4 -0.2 -1.2
H -1.1 1.5 -0.4
H -0.8 -1.0 1.0
H -0.6 -1.2 1.2
H -0.4 -1.8 0.0
H 0.4 -0.9 -1.8
H 0.8 1.2 -1.4
H 0.5 2.0 0.3
H -1.9 -1.1 -0.2
H -0.3 0.2 -1.6
H 1.2 -1.0 -1.4
H -0.4 0.7 -1.8
H 0.9 0.7 -1.7
H 0.6 0.6 1.4
H 0.6 -0.2 0.9
H 0.3 -0.7 0.8
H 0.4 0.2 0.6
C 0.3 -0.1 -0.2
C -0.1 -0.1 0.8
O 0.2 -0.5 -1.1
C -0.6 -0.2 2.0
O 0.1 0.7 -0.9
C 0.8 0.5 -1.8
F -0.4 -0.4 0.4
F 0.0 -0.2 0.5
F -0.4 0.2 0.8
H -0.2 0.0 0.1
H 0.0 0.0 -0.1
H -0.1 0.0 0.1
H 0.1 0.0 -0.4
H 0.2 0.0 -0.2
C 0.1 0.3 -0.1
C -0.8 -0.1 0.0
O 1.0 0.5 0.3
C -1.9 -0.4 0.4
O 1.0 -0.3 -0.5
C 2.0 0.5 -0.4
F -0.5 0.0 0.4
F -0.7 0.1 -0.1
F -0.8 -0.5 0.0
H -0.1 -0.1 0.1
H 0.1 0.0 0.0
H -0.1 -0.1 0.1
H 0.4 0.1 0.0
H 0.2 0.1 -0.1
C 0.2 -0.2 -0.1
C 0.1 0.9 0.1
O 0.3 -1.2 0.3
C 0.0 2.1 0.5
O -0.5 -0.9 -0.6
C 0.2 -1.8 -0.7
F 0.0 0.4 0.5
F 0.3 0.5 0.0
F -0.4 0.8 0.1
H -0.1 0.1 0.1
H 0.0 -0.1 0.0
H -0.1 0.1 0.1
H 0.0 -0.4 -0.1
H 0.1 -0.3 -0.1

Summary:
* net charge: +1
* HOMO-LUMO gap: 7.491 eV

Atomic partial charges in e from the Löwdin method, atoms 1 to 6: C -0.222; C -0.716; I 0.966; C -0.541; I 1.031; C -0.284

Entry 2:
# C31H38CrNO2

A structure of composition C31H38CrNO2 in a non-equilibrium geometry (ωB97M-V/def2-TZVPD, OMol25).

Positions of all 73 atoms, in Å:
1 O -1.387 -2.855 -0.120
2 C -2.636 -3.096 0.590
3 C -2.097 -4.303 1.326
4 H -3.405 -3.331 -0.148
5 H -2.945 -2.285 1.253
6 C -0.733 -3.889 0.665
7 H -2.544 -5.237 0.981
8 H -2.057 -4.251 2.406
9 C -0.002 -4.872 -0.231
10 H -0.574 -5.105 -1.137
11 H 0.195 -5.785 0.346
12 H 0.974 -4.439 -0.500
13 C 0.146 -3.276 1.750
14 H -0.410 -2.542 2.341
15 H 1.038 -2.818 1.328
16 H 0.488 -4.060 2.433
17 Cr 1.408 1.241 0.666
18 C 0.746 2.022 2.993
19 C -0.161 2.715 2.168
20 C -0.771 1.785 1.273
21 H -0.460 3.754 2.283
22 C -0.319 0.458 1.621
23 C 0.706 0.628 2.642
24 H 1.272 -0.143 3.150
25 H 1.304 2.437 3.828
26 H -1.541 2.026 0.550
27 H -0.778 -0.466 1.268
28 C 3.492 1.138 -0.284
29 C 3.456 0.283 0.858
30 C 2.394 -0.664 0.678
31 H 4.198 0.286 1.653
32 C 1.771 -0.409 -0.613
33 C 2.468 0.714 -1.193
34 H 2.339 1.087 -2.206
35 H 4.248 1.904 -0.481
36 H 2.216 -1.505 1.337
37 H 0.933 -0.950 -1.057
38 O -3.176 -4.046 -1.980
39 C -3.541 -5.416 -1.627
40 C -4.796 -5.865 -2.390
41 H -3.787 -5.426 -0.548
42 H -2.652 -6.063 -1.779
43 C -5.381 -4.554 -2.939
44 H -5.479 -6.339 -1.678
45 H -4.535 -6.586 -3.169
46 C -4.274 -3.483 -2.752
47 H -6.259 -4.293 -2.341
48 H -5.690 -4.654 -3.979
49 H -4.673 -2.621 -2.191
50 H -3.894 -3.120 -3.729
51 C 3.313 6.122 3.043
52 C 3.819 4.815 3.028
53 C 3.354 3.876 2.108
54 C 2.357 4.240 1.159
55 C 1.909 5.577 1.144
56 C 2.349 6.491 2.093
57 N 1.818 3.312 0.273
58 C 1.391 3.730 -0.989
59 C 0.331 3.026 -1.624
60 C 0.005 3.279 -2.950
61 C 0.716 4.231 -3.684
62 C 1.764 4.941 -3.082
63 C 2.090 4.714 -1.741
64 H 3.669 6.855 3.773
65 H 4.598 4.537 3.740
66 H 3.781 2.869 2.096
67 H 1.206 5.902 0.370
68 H 1.950 7.507 2.069
69 H -0.225 2.273 -1.046
70 H -0.800 2.699 -3.406
71 H 0.482 4.374 -4.739
72 H 2.357 5.648 -3.667
73 H 2.931 5.249 -1.284

Atomic forces in eV per Å
O -0.2 0.1 0.8
C -0.3 0.3 -0.3
C 0.8 -0.2 -0.7
H 0.0 0.3 0.4
H 0.1 0.3 -0.2
C -0.5 -0.2 0.4
H 0.3 0.0 0.2
H -0.2 -0.1 0.2
C 0.3 0.1 0.5
H 0.1 0.1 0.3
H 0.0 0.1 -0.2
H -0.3 -0.2 -0.2
C 0.2 -0.3 -0.1
H 0.1 0.0 -0.2
H -0.2 0.0 -0.1
H 0.0 0.0 0.0
Cr 1.3 1.8 0.8
C -0.9 -0.1 -0.5
C -0.4 -0.6 0.7
C 0.3 -0.7 1.1
H 0.5 -0.1 -0.4
C -0.2 0.7 0.8
C -1.2 0.3 -0.2
H -0.3 0.0 -0.1
H 0.1 0.0 -0.5
H 0.1 -0.1 0.1
H 0.5 0.2 -0.1
C -0.2 -1.0 -0.3
C -0.3 -0.1 -1.1
C 0.5 -0.1 -1.3
H -0.5 0.2 0.0
C 1.2 -0.1 0.3
C 0.4 -0.9 0.1
H -0.2 0.1 0.5
H -0.7 -0.1 0.2
H -0.2 0.5 -0.1
H 0.3 0.1 0.2
O -1.5 -1.4 -1.3
C 0.5 0.3 0.6
C 0.6 0.2 0.0
H 0.2 0.0 -0.4
H -0.5 0.4 0.0
C 0.2 0.1 0.4
H 0.1 -0.1 -0.3
H -0.1 0.2 0.0
C 0.2 0.1 0.0
H 0.1 0.1 -0.2
H 0.0 0.1 0.1
H 0.2 -0.2 -0.2
H 0.0 -0.2 0.6
C -0.1 0.0 0.0
C -0.2 0.3 0.0
C -0.4 0.3 -0.3
C 0.2 -0.1 -0.3
C 0.0 0.2 0.3
C 0.3 -0.2 0.0
N -0.2 0.1 -0.1
C 0.3 -0.3 0.1
C 0.3 0.3 0.3
C 0.2 0.1 0.0
C 0.0 -0.1 -0.2
C -0.2 -0.3 0.5
C -0.2 -0.2 -0.4
H -0.1 -0.3 -0.3
H -0.2 0.0 -0.2
H -0.3 0.3 0.0
H 0.2 -0.2 0.4
H 0.2 -0.2 0.1
H 0.3 0.5 -0.5
H 0.2 0.2 0.0
H 0.1 0.1 0.3
H -0.3 -0.2 0.2
H -0.4 -0.3 -0.2

Summary:
* ΔE to the lowest compared entry with this formula, charge and spin: 0.255 eV
* net charge: 0
* <S²>: 3.83
* HOMO-LUMO gap (spin up / spin down): 6.335 / 6.541 eV
* spin multiplicity: 4

Atomic partial charges in e from the Löwdin method, atoms 1 to 6: O -0.090; C -0.163; C -0.069; H 0.086; H 0.117; C -0.539

net charge of number 1 (C31H38ClF12I2N2O8)? +1

The highest net charge belongs to which entry? C31H38ClF12I2N2O8

Among the records above, which one has the lowest net charge? C31H38CrNO2